1.
The following is a quantum chemistry calculation of C34H53N5OS4Si4Sn as an isolated structure at a distorted geometry, from OMol25.

Computed properties:
HOMO (eV): -7.1
Frontier orbital gap (eV): 6.22
Strongest force on any atom (eV/A): 1.20
2S+1: 1

Structure (XYZ):
```
102
Properties=species:S:1:pos:R:3:forces:R:3
Sn 0.120 1.868 0.935 -0.326 -0.160 0.140
S 0.842 -1.392 1.053 0.302 -0.181 -0.417
S -2.837 0.714 -1.150 -0.360 -0.538 -0.836
S 1.443 -0.240 4.951 0.049 0.082 -0.199
S 2.064 1.844 2.659 0.345 0.137 -0.079
Si 1.968 -1.274 -2.444 0.039 0.156 -0.688
Si 2.609 -1.958 -0.259 -0.921 0.465 0.617
Si 2.402 -4.301 0.025 0.319 -0.722 -0.199
Si 4.690 -0.929 0.322 0.650 -0.125 -0.118
O -3.692 1.030 0.015 -0.311 0.120 0.600
N -2.523 0.821 3.196 -0.632 -0.108 0.068
N 0.162 4.198 0.247 -0.186 0.120 0.124
N -2.187 4.603 0.371 -0.491 0.030 0.129
N -0.242 0.825 3.019 -0.374 -0.189 -0.581
N -1.884 2.610 1.710 0.455 0.223 0.203
C 1.338 4.521 -0.302 0.117 -0.028 -0.003
C 3.082 -4.905 1.692 -0.074 0.433 -0.128
C -0.963 4.773 -0.214 0.460 0.039 -0.100
C -3.225 0.963 -3.912 0.104 0.170 0.133
C -2.702 1.953 2.588 0.261 -0.292 -0.135
C -3.824 -1.868 -0.560 -0.018 0.155 0.113
C -2.290 2.171 -3.992 -0.088 -0.128 -0.051
C -0.903 5.655 -1.309 -0.032 -0.084 0.021
C -1.334 0.172 3.297 0.534 0.355 0.031
C -3.870 3.791 1.873 -0.198 -0.195 0.222
C -2.539 3.720 1.241 0.071 0.075 -0.303
C 1.467 5.380 -1.369 0.036 0.063 -0.034
C 3.403 -5.209 -1.310 -0.112 0.159 0.132
C -6.170 3.355 3.291 -0.021 -0.060 0.080
C 1.112 0.437 3.234 0.552 -0.247 0.251
C 1.798 0.597 -2.708 0.128 -0.196 0.386
C 4.886 0.924 0.006 -0.332 -0.189 -0.008
C 0.335 -2.012 -3.069 0.225 -0.112 0.410
C -4.908 4.682 1.708 0.070 -0.002 0.006
C 1.507 -0.959 2.685 -0.161 0.045 -0.156
C -2.685 -1.124 -1.248 -0.018 0.294 0.065
C -3.975 0.887 -2.587 0.398 -0.083 0.023
C 5.256 -1.357 2.080 -0.342 0.063 -0.082
C 1.035 -1.731 3.920 0.267 0.013 0.384
C 0.307 5.947 -1.894 -0.034 -0.099 0.065
C -5.113 2.465 3.456 0.045 -0.079 0.028
C -3.615 -1.968 0.946 -0.047 -0.013 -0.031
C 3.376 -1.894 -3.557 -0.094 -0.040 0.183
C -1.431 -1.200 3.800 -0.023 -0.207 -0.002
C -6.071 4.446 2.434 -0.005 0.058 -0.059
C -0.416 -2.038 4.035 -0.063 0.090 -0.016
C 5.924 -1.753 -0.869 -0.228 -0.060 0.041
C 0.602 -4.884 -0.114 0.147 0.440 -0.005
C -3.967 2.699 2.725 -0.168 0.338 -0.242
H -5.187 1.619 4.125 0.016 -0.037 -0.038
H -1.542 2.137 -3.200 0.051 0.057 -0.030
H 4.229 -1.213 -3.529 0.006 0.020 0.041
H 0.499 -5.921 0.209 0.128 -0.036 0.011
H 2.439 5.594 -1.790 0.023 -0.009 0.048
H -2.633 -1.360 -2.312 0.082 0.028 0.008
H 5.966 -1.221 -1.821 -0.055 0.006 -0.015
H 4.294 1.513 0.700 -0.137 0.077 0.147
H -2.657 -2.443 1.162 0.035 -0.033 0.068
H -0.648 -3.025 4.421 -0.107 -0.004 -0.058
H -4.807 5.521 1.032 -0.032 0.013 0.001
H 0.228 -1.880 -4.147 0.111 0.086 -0.028
H 2.689 1.134 -2.376 -0.010 0.014 -0.002
H -0.053 -4.270 0.506 -0.005 -0.015 0.019
H -2.446 -1.530 3.974 -0.027 -0.007 0.001
H -1.774 2.192 -4.952 0.023 0.045 0.012
H -2.853 3.100 -3.886 0.013 0.025 0.009
H 4.993 -2.381 2.350 -0.006 -0.011 -0.015
H 3.492 -6.269 -1.064 -0.033 -0.035 0.017
H 0.953 0.982 -2.134 -0.049 0.038 0.046
H -6.915 5.115 2.328 -0.001 0.003 0.004
H -3.956 1.015 -4.723 0.012 -0.101 0.001
H 4.807 -0.690 2.819 -0.035 0.011 0.008
H 0.261 -3.079 -2.853 -0.040 -0.014 -0.018
H 3.731 -2.876 -3.239 0.018 -0.025 -0.032
H -1.727 -1.366 -0.783 0.006 -0.032 -0.010
H -1.833 6.076 -1.664 0.003 0.052 0.028
H 3.057 -1.980 -4.597 -0.072 0.046 -0.013
H 1.653 -2.589 4.174 -0.056 -0.043 -0.056
H -2.646 0.046 -4.057 -0.044 -0.019 -0.086
H 4.580 1.192 -1.008 0.034 -0.060 -0.004
H -7.091 3.190 3.835 0.003 0.029 0.018
H 6.340 -1.261 2.174 0.032 0.051 -0.123
H -4.668 0.045 -2.557 -0.051 0.043 0.069
H 2.571 -4.425 2.529 0.004 0.004 0.028
H 2.588 -1.028 2.627 0.030 0.135 0.139
H 5.932 1.215 0.127 0.039 -0.140 0.009
H 6.927 -1.729 -0.439 0.009 0.026 0.057
H 4.415 -4.807 -1.399 0.022 -0.006 0.002
H -4.525 1.805 -2.378 0.046 0.023 0.052
H 1.631 0.844 -3.759 0.007 -0.162 -0.049
H -4.408 -2.559 1.408 0.029 -0.011 0.019
H 0.241 -4.817 -1.142 0.017 0.006 -0.021
H 2.927 -5.135 -2.290 -0.008 0.033 -0.025
H 2.204 4.039 0.143 0.010 -0.004 -0.065
H -3.622 -0.976 1.391 0.034 0.037 0.091
H -0.504 -1.514 -2.580 0.085 -0.044 -0.048
H 0.359 6.611 -2.746 -0.014 0.016 0.005
H -3.888 -2.871 -0.989 -0.026 0.042 -0.076
H 5.681 -2.794 -1.087 0.035 -0.028 0.021
H 2.955 -5.984 1.797 -0.070 -0.020 -0.098
H 4.148 -4.688 1.782 0.014 0.015 0.001
H -4.771 -1.358 -0.758 -0.017 -0.074 -0.052
```
Forces are in eV/Å.


2.
The following is a quantum chemistry calculation of CH5N7 as an isolated structure at a distorted geometry, from OMol25.

Computed properties:
HOMO (eV): -8.8
Frontier orbital gap (eV): 9.27
Strongest force on any atom (eV/A): 9.22
Energy relative to the best compared isomer or geometry (same formula, charge and spin) (kcal/mol): 108.3
2S+1: 1

Structure (XYZ):
```
13
Properties=species:S:1:pos:R:3:forces:R:3
N -0.290 -0.695 -0.967 3.954 0.950 1.528
N 0.708 -1.332 -1.843 -1.472 -4.503 0.028
N -0.501 1.455 -0.472 1.221 2.301 -0.334
N 0.539 -1.343 1.283 1.399 1.918 1.858
N -0.313 0.762 0.578 0.594 -1.493 9.077
N -0.225 0.654 -1.329 -2.326 -0.332 -8.002
N -0.262 1.093 1.959 -1.820 7.374 0.707
C 0.046 -0.518 0.444 0.344 -2.992 -1.005
H -1.084 2.042 1.870 3.226 -3.458 1.177
H -0.034 -2.236 -2.406 3.680 3.182 2.592
H 1.618 -1.756 -1.217 -3.828 0.995 -1.865
H 0.733 1.683 2.397 -3.207 -1.947 -2.538
H 0.896 -0.775 2.230 -1.765 -1.996 -3.225
```
Forces are in eV/Å.


3.
The following is a quantum chemistry calculation of C4H9N3O in the gas phase at a distorted geometry, from OMol25.

Computed properties:
HOMO (eV): -7.6
Frontier orbital gap (eV): 8.59
Strongest force on any atom (eV/A): 2.35
Energy relative to the best compared isomer or geometry (same formula, charge and spin) (kcal/mol): 63.5
SMILES: C/C(O)=N\C(C)=N\N
2S+1: 1

Structure (XYZ):
```
17
Properties=species:S:1:pos:R:3:forces:R:3
O 1.514 -2.391 -0.058 0.247 0.317 0.066
N 0.072 -0.936 -1.063 1.131 -0.610 1.079
N -0.736 -0.178 0.849 -0.283 -0.095 -0.814
N -1.289 0.823 1.611 -0.194 -0.332 -0.664
C -1.543 0.918 -1.289 -0.191 -0.120 0.091
C -0.772 -0.072 -0.473 0.016 0.869 0.986
C 1.036 -1.139 -0.150 -0.120 -0.874 -2.181
C 2.012 -0.133 0.375 -0.262 0.132 0.645
H -2.589 0.941 -0.974 0.081 0.158 0.074
H 3.009 -0.353 -0.015 -0.165 -0.116 -0.054
H 0.958 -2.960 -0.614 -0.147 0.152 0.150
H 1.732 0.881 0.093 -0.091 -0.147 0.017
H -1.495 0.644 -2.344 0.069 -0.021 0.161
H 2.049 -0.197 1.464 0.125 0.069 -0.057
H -1.797 0.453 2.409 0.499 1.035 -0.236
H -1.117 1.920 -1.183 -0.095 -0.025 -0.012
H -1.044 1.779 1.363 -0.619 -0.391 0.750
```
Forces are in eV/Å.


4.
The following is a quantum chemistry calculation of C3H6N4 in the gas phase at a distorted geometry, from OMol25.

Computed properties:
HOMO (eV): -9.8
Frontier orbital gap (eV): 10.59
Strongest force on any atom (eV/A): 9.38
Energy relative to the best compared isomer or geometry (same formula, charge and spin) (kcal/mol): 98.5
SMILES: CNn1cncn1
2S+1: 1

Structure (XYZ):
```
13
Properties=species:S:1:pos:R:3:forces:R:3
N -2.422 0.405 0.308 4.198 -0.537 -3.362
N 1.003 0.652 -0.384 1.670 -2.573 -2.649
N -0.644 -1.094 -0.364 -3.435 3.106 0.709
N -0.282 0.246 -0.281 -1.557 0.613 -0.100
C -1.265 1.126 -0.072 -2.852 -0.460 4.228
C -1.958 -0.881 -0.054 -0.570 1.517 0.939
C 1.851 -0.392 0.385 4.041 8.461 0.383
H 1.165 0.466 -1.496 0.471 0.587 3.379
H 1.702 -1.364 0.188 -0.251 -3.202 -1.030
H 2.812 0.255 0.023 -0.959 -2.984 0.446
H -2.808 -1.511 -0.059 0.191 -1.767 -0.057
H -1.218 2.230 0.320 0.654 -2.331 -1.511
H 2.063 -0.136 1.486 -1.600 -0.430 -1.375
```
Forces are in eV/Å.


5.
The following is a quantum chemistry calculation of CH2O3S as an isolated structure at a distorted geometry, from OMol25.

Computed properties:
HOMO (alpha / beta) (eV): -9.7 / -9.7
Frontier orbital gap (alpha / beta) (eV): 7.87 / 7.87
Strongest force on any atom (eV/A): 3.79
Energy relative to the best compared isomer or geometry (same formula, charge and spin) (kcal/mol): 50.1
2S+1: 1

Structure (XYZ):
```
7
Properties=species:S:1:pos:R:3:forces:R:3
S 0.052 1.307 -0.662 -1.652 0.745 0.148
O -1.263 -0.422 -0.128 0.779 3.642 -0.699
O 0.956 0.344 0.146 -0.617 -0.918 0.454
O 0.028 2.598 -0.015 0.006 -1.398 -0.464
C -0.017 -0.820 0.150 -0.464 -3.228 -0.411
H 0.246 -1.624 -0.546 1.102 0.653 -0.770
H -0.002 -1.382 1.055 0.846 0.505 1.743
```
Forces are in eV/Å.